Formula: C5H14NO
Source: the Open Molecules 2025 dataset
Level of theory: ωB97M-V/def2-TZVPD

```
! RIJCOSX wB97M-V def2-TZVPD def2/J DEFGRID3
* xyz 1 1
O -1.615 -0.057 3.063
N 0.003 0.969 1.141
C -0.461 0.371 -2.286
C 0.575 0.439 -1.232
C 0.199 -0.180 0.131
C -0.347 -0.373 -3.365
C 1.280 -1.089 0.755
H 0.557 -0.960 -3.511
H 1.242 -0.952 1.836
H -0.758 0.762 1.847
H 1.056 -2.152 0.648
H -0.257 1.878 0.775
H 2.231 -0.916 0.268
H -2.468 -0.501 3.038
H -1.343 0.991 -2.155
H 1.562 0.107 -1.564
H 0.936 1.430 -0.956
H -0.785 -0.639 0.114
H 0.859 1.105 1.664
H -1.052 -0.425 -4.181
H -1.412 0.191 3.971
*
```

Properties
**Energy above the lowest of the compared OMol25 structures with the same formula, charge and spin**: 1.373 eV
**Energy**: -328.63577 hartree
**HOMO-LUMO gap**: 10.18 eV
**LUMO**: -3.128 eV

The computed Löwdin charges, all in e, follow: -0.0242, 0.1739, -0.1880, -0.1807, -0.2802, 0.0385, -0.0164, 0.0737, 0.0815, 0.1047, 0.0975, 0.1587, 0.0867, 0.0832, 0.1062, 0.1210, 0.1165, 0.1451, 0.1506, 0.0694, 0.0824

---

Formula: C7H18NOSi
Source: the Open Molecules 2025 dataset
Level of theory: ωB97M-V/def2-TZVPD

```
! RIJCOSX wB97M-V def2-TZVPD def2/J DEFGRID3
* xyz -1 1
Si -1.835 -0.192 0.022
O -0.484 -0.389 0.867
N 0.770 0.086 -0.821
C -3.452 -0.248 1.149
C 3.093 0.381 -1.104
C -2.040 1.523 -0.593
C 2.257 -1.272 0.663
C -1.972 -1.491 -1.285
C 1.949 0.047 -0.086
C 1.837 1.184 1.097
H -3.465 0.549 1.936
H 2.056 2.162 0.646
H 0.884 1.234 1.536
H 1.314 -1.498 1.132
H 4.061 0.281 -0.510
H -3.111 -1.017 1.850
H -1.633 -2.525 -0.976
H 2.683 0.940 1.913
H -1.196 -1.359 -1.951
H -2.867 -1.457 -1.778
H 3.084 1.469 -1.471
H 3.052 -1.414 1.324
H -2.940 1.898 -1.112
H -1.858 2.263 0.250
H 2.237 -2.061 -0.183
H 3.010 -0.310 -1.938
H -4.324 -0.562 0.682
H -1.111 1.777 -1.258
*
```

Properties
**Energy above the lowest of the compared OMol25 structures with the same formula, charge and spin**: 3.003 eV
**Energy**: -696.90925 hartree
**HOMO-LUMO gap (spin up / spin down)**: 7.32 / 7.28 eV
**LUMO (spin up / spin down)**: 3.721 / 3.731 eV

The computed Löwdin charges, all in e, follow: 0.1950, -0.3605, 0.1548, -0.1899, -0.0798, -0.2317, -0.0964, -0.1786, -0.7540, -0.0608, 0.0239, 0.0438, 0.0128, 0.0386, 0.0859, -0.0071, 0.0557, 0.0962, -0.0293, -0.0224, 0.0803, 0.0335, 0.0095, 0.0350, 0.0946, 0.0511, -0.0315, 0.0312

---

Formula: C5H9NO2S2
Source: the Open Molecules 2025 dataset
Level of theory: ωB97M-V/def2-TZVPD

```
! RIJCOSX wB97M-V def2-TZVPD def2/J DEFGRID3
* xyz 0 3
S -4.502 1.184 -0.082
S -0.247 1.127 -0.261
O -1.529 1.661 0.084
O 0.054 1.302 -1.626
N -4.028 -1.564 0.124
C -0.168 -0.722 0.169
C 1.022 1.892 0.762
C -0.687 -1.605 -0.926
C -4.262 -0.461 -0.110
C 0.796 -1.551 -0.618
H 1.491 -0.966 -1.380
H -3.185 1.506 0.329
H -0.438 -0.759 1.166
H -1.114 -2.436 -0.543
H -1.009 -1.011 -1.690
H 1.235 2.974 0.450
H 1.364 -2.233 -0.012
H 0.952 1.626 1.830
H 1.932 1.486 0.550
*
```

Properties
**Energy above the lowest of the compared OMol25 structures with the same formula, charge and spin**: 2.347 eV
**Energy**: -1197.21007 hartree
**HOMO-LUMO gap (spin up / spin down)**: 4.70 / 7.48 eV
**LUMO (spin up / spin down)**: 0.410 / -3.347 eV

The computed Löwdin charges, all in e, follow: 0.9021, 0.6305, -0.4008, -0.2981, 0.0541, -0.3044, -0.1356, -0.0913, -0.8100, -0.1148, 0.1502, -0.1253, 0.0932, 0.0726, 0.0767, 0.1122, 0.0947, 0.0817, 0.0121

---

Formula: C10H14N6O4
Source: the Open Molecules 2025 dataset
Level of theory: ωB97M-V/def2-TZVPD

```
! RIJCOSX wB97M-V def2-TZVPD def2/J DEFGRID3
* xyz 0 1
O -3.822 -2.723 -0.539
O 2.853 -2.762 -1.800
O 2.187 -0.803 -2.785
O -3.227 -0.853 -1.538
N 2.274 -3.791 -1.024
N -2.950 -1.972 -1.042
N -1.644 0.774 2.462
N 1.873 -1.792 -2.148
N -0.148 1.437 0.062
N 0.003 -4.140 -0.302
C 0.955 -3.454 -0.933
C 1.816 2.719 -0.193
C 0.663 -2.224 -1.623
C -0.732 1.907 2.417
C 1.408 2.720 1.287
C -1.235 -3.634 -0.365
C -0.598 -1.662 -1.692
C -1.585 -2.418 -1.052
C 0.598 2.115 -0.949
C 0.345 1.605 1.380
H -2.323 0.931 3.202
H -0.784 -0.742 -2.241
H -0.209 2.094 3.372
H 2.073 3.717 -0.551
H -1.109 -0.060 2.708
H -1.281 2.813 2.117
H -1.055 1.018 -0.124
H 2.687 2.065 -0.327
H 0.932 1.448 -1.756
H 0.941 3.680 1.550
H -2.033 -4.180 0.141
H 0.021 2.934 -1.420
H 0.871 0.689 1.729
H 2.237 2.546 1.977
*
```

Properties
**Energy above the lowest of the compared OMol25 structures with the same formula, charge and spin**: 0.000 eV
**Energy**: -1018.66716 hartree
**HOMO-LUMO gap**: 5.84 eV
**LUMO**: -2.342 eV

The computed Löwdin charges, all in e, follow: 0.0632, 0.0417, 0.0902, 0.0620, 0.1544, -0.3131, -0.0098, -0.1543, -0.0362, 0.1457, -0.2979, -0.1547, -0.0939, -0.2662, -0.1404, -0.0018, 0.1230, -0.1100, -0.2199, -0.3995, 0.0673, 0.1421, 0.1146, 0.1028, 0.0691, 0.1222, 0.1138, 0.1053, 0.0855, 0.1126, 0.1280, 0.1086, 0.1342, 0.1113

---

> energy above the lowest of the compared OMol25 structures with the same formula, charge and spin of number 4 (C10H14N6O4)?

0.000 eV

---

> What is the formula in the third record?

C5H9NO2S2

---

> What is the formula in the second record?

C7H18NOSi